Arrangement w

Entry from the Open Molecules 2025 dataset: 2 unconnected molecules or ions with the total composition H2N2P2 (ωB97M-V/def2-TZVPD).

Properties
HOMO in eV: -9.340
Lowest unoccupied orbital energy in eV: -2.21
Total charge: 0
Kohn-Sham gap in eV: 7.1278

Each line ends with the natural charge from an NBO analysis.
CARTESIAN COORDINATES (ANGSTROEM)
N1 2.533 0.811 0.213  -1.163
N2 0.774 -0.570 0.042  -1.054
P1 2.442 -0.784 -0.091  1.166
P2 0.974 1.244 -0.193  1.003
H1 0.013 -1.930 -1.399  0.135
H2 0.775 1.711 1.044  -0.086



Arrangement x

Entry from the Open Molecules 2025 dataset: a single H2N2P2 molecule (ωB97M-V/def2-TZVPD).

Properties
HOMO in eV: -8.863
Lowest unoccupied orbital energy in eV: -1.86
Total charge: 0
Kohn-Sham gap in eV: 7.0000

Each line ends with the natural charge from an NBO analysis.
CARTESIAN COORDINATES (ANGSTROEM)
H1 -1.601 0.342 -1.561  0.419
N1 -1.423 -0.672 -1.215  -1.105
P1 -0.656 -1.274 -0.026  0.901
P2 0.978 0.127 0.864  0.777
N2 2.291 -0.068 1.550  -0.882
H2 0.412 1.544 0.388  -0.110



arrangement x wins, 37.2 kcal/mol ahead of the next structure.



Arrangement w

Entry from the Open Molecules 2025 dataset: 8 unconnected molecules or ions with the total composition C32H56N8 (ωB97M-V/def2-TZVPD).

Properties
HOMO in eV: -11.270
Lowest unoccupied orbital energy in eV: 0.20
Total charge: 0
Kohn-Sham gap in eV: 11.4703

Each line ends with the Löwdin charge.
CARTESIAN COORDINATES (ANGSTROEM)
C1 -1.399 1.379 4.109  -0.099
C2 -2.219 0.416 4.986  -0.251
C3 -1.792 -1.043 4.863  -0.189
C4 -2.025 -1.614 3.546  -0.219
N1 -2.170 -2.032 2.489  0.170
H1 -1.378 2.373 4.551  0.071
H2 -1.821 1.415 3.105  0.063
H3 -0.373 1.019 4.031  0.046
H4 -3.284 0.567 4.804  0.111
H5 -2.092 0.689 6.037  0.107
H6 -2.404 -1.646 5.542  0.122
H7 -0.742 -1.153 5.135  0.120
C5 2.797 3.859 0.027  -0.103
C6 2.517 3.863 1.526  -0.255
C7 2.856 2.553 2.238  -0.191
C8 4.267 2.134 2.142  -0.227
N2 5.349 1.778 2.011  0.164
H8 3.785 3.463 -0.209  0.070
H9 2.647 4.851 -0.388  0.073
H10 2.123 3.141 -0.450  0.043
H11 1.477 4.106 1.739  0.104
H12 3.133 4.641 1.989  0.109
H13 2.300 1.716 1.802  0.078
H14 2.611 2.551 3.301  0.116
C9 -0.508 1.391 -0.371  -0.075
C10 -1.111 0.008 -0.065  -0.254
C11 -0.020 -1.032 0.245  -0.188
C12 0.639 -0.777 1.535  -0.217
N3 1.152 -0.566 2.540  0.194
H15 -1.308 2.062 -0.684  0.051
H16 0.246 1.296 -1.150  0.065
H17 -0.062 1.775 0.550  0.066
H18 -1.579 -0.362 -0.981  0.059
H19 -1.877 0.078 0.706  0.091
H20 0.726 -0.910 -0.543  0.096
H21 -0.414 -2.043 0.240  0.094
C13 5.258 -1.353 4.601  -0.105
C14 3.816 -1.853 4.603  -0.255
C15 3.476 -2.738 3.413  -0.200
C16 4.517 -3.714 3.049  -0.238
N4 5.324 -4.481 2.767  0.147
H22 5.482 -0.770 3.703  0.059
H23 5.970 -2.171 4.710  0.071
H24 5.489 -0.656 5.410  0.073
H25 3.124 -1.010 4.631  0.089
H26 3.621 -2.400 5.528  0.108
H27 3.405 -2.176 2.478  0.063
H28 2.512 -3.223 3.556  0.116
C17 -1.479 0.346 -4.291  -0.107
C18 -2.142 0.202 -5.664  -0.259
C19 -1.893 1.399 -6.571  -0.189
C20 -0.446 1.608 -6.817  -0.239
N5 0.684 1.741 -6.985  0.143
H29 -1.801 -0.468 -3.640  0.026
H30 -1.738 1.267 -3.766  0.071
H31 -0.398 0.252 -4.393  0.082
H32 -3.218 0.084 -5.525  0.096
H33 -1.776 -0.702 -6.150  0.117
H34 -2.258 2.368 -6.228  0.118
H35 -2.294 1.248 -7.578  0.116
C21 -4.204 0.892 -1.739  -0.103
C22 -4.311 2.075 -0.778  -0.252
C23 -5.383 3.124 -1.097  -0.181
C24 -6.720 2.530 -1.180  -0.236
N6 -7.762 2.056 -1.190  0.147
H36 -3.991 1.193 -2.766  0.073
H37 -5.101 0.271 -1.716  0.075
H38 -3.394 0.257 -1.376  0.033
H39 -3.334 2.539 -0.646  0.088
H40 -4.564 1.632 0.192  0.116
H41 -5.152 3.584 -2.060  0.120
H42 -5.352 3.886 -0.322  0.118
C25 -4.298 -2.312 -4.004  -0.083
C26 -4.039 -3.425 -2.988  -0.249
C27 -3.168 -3.006 -1.801  -0.170
C28 -1.759 -2.778 -2.164  -0.238
N7 -0.658 -2.641 -2.460  0.181
H43 -4.728 -1.449 -3.493  0.064
H44 -4.973 -2.645 -4.785  0.079
H45 -3.327 -2.013 -4.402  0.052
H46 -3.596 -4.306 -3.459  0.114
H47 -4.965 -3.830 -2.570  0.109
H48 -3.179 -3.788 -1.044  0.124
H49 -3.503 -2.052 -1.386  0.101
C29 6.299 -1.014 -0.191  -0.099
C30 5.000 -1.810 -0.263  -0.245
C31 3.796 -1.022 0.240  -0.206
C32 3.345 -0.022 -0.740  -0.223
N8 3.011 0.772 -1.499  0.176
H50 6.178 -0.087 -0.759  0.075
H51 7.095 -1.553 -0.706  0.073
H52 6.607 -0.782 0.826  0.064
H53 5.075 -2.770 0.253  0.094
H54 4.859 -2.110 -1.306  0.115
H55 3.989 -0.485 1.171  0.087
H56 2.925 -1.656 0.421  0.094



Arrangement x

Entry from the Open Molecules 2025 dataset: 8 unconnected molecules or ions with the total composition C32H56N8 (ωB97M-V/def2-TZVPD).

Properties
HOMO in eV: -11.157
Lowest unoccupied orbital energy in eV: 0.16
Total charge: 0
Kohn-Sham gap in eV: 11.3157

Each line ends with the Löwdin charge.
CARTESIAN COORDINATES (ANGSTROEM)
C1 -0.642 -3.499 -1.437  -0.114
C2 -1.368 -4.509 -0.570  -0.253
C3 -0.528 -5.745 -0.243  -0.160
C4 0.270 -6.119 -1.426  -0.247
N1 0.954 -6.383 -2.295  0.163
H1 0.096 -2.983 -0.810  0.053
H2 -1.424 -2.765 -1.700  0.076
H3 -0.181 -3.879 -2.375  0.080
H4 -2.246 -4.861 -1.120  0.121
H5 -1.572 -3.947 0.309  0.069
H6 -1.114 -6.554 0.131  0.103
H7 0.228 -5.468 0.562  0.142
C5 -2.569 3.143 5.309  -0.115
C6 -2.759 2.462 3.997  -0.256
C7 -3.040 3.537 2.914  -0.178
C8 -1.776 4.071 2.370  -0.185
N2 -0.764 4.415 1.929  0.190
H8 -3.480 3.424 5.820  0.076
H9 -2.018 4.091 5.109  0.091
H10 -1.940 2.567 5.996  0.076
H11 -3.648 1.840 3.882  0.110
H12 -1.837 1.873 3.709  0.113
H13 -3.568 4.349 3.346  0.107
H14 -3.591 3.155 2.093  0.061
C9 4.061 -4.564 -0.973  -0.088
C10 3.091 -3.703 -1.839  -0.240
C11 3.054 -2.185 -1.505  -0.155
C12 2.640 -2.036 -0.110  -0.262
N3 2.220 -1.871 0.928  0.171
H15 4.060 -4.200 0.043  0.053
H16 5.089 -4.498 -1.346  0.072
H17 3.698 -5.600 -0.950  0.071
H18 2.118 -4.112 -1.714  0.034
H19 3.264 -3.993 -2.885  0.115
H20 2.304 -1.742 -2.133  0.104
H21 4.008 -1.622 -1.547  0.122
C13 -0.478 -2.410 4.002  -0.087
C14 -0.767 -1.032 3.418  -0.272
C15 -1.343 -1.043 2.041  -0.204
C16 -2.570 -1.793 1.836  -0.193
N4 -3.548 -2.428 1.697  0.174
H22 0.234 -2.419 4.782  0.064
H23 -0.033 -2.951 3.204  0.054
H24 -1.360 -2.932 4.298  0.071
H25 0.206 -0.470 3.414  0.132
H26 -1.447 -0.521 4.103  0.098
H27 -0.550 -1.645 1.541  0.103
H28 -1.474 -0.029 1.711  0.102
C17 -4.691 -0.934 -1.082  -0.132
C18 -5.942 -1.116 -0.262  -0.264
C19 -6.773 -2.421 -0.451  -0.160
C20 -7.217 -2.516 -1.843  -0.265
N5 -7.500 -2.658 -2.928  0.142
H29 -3.857 -1.622 -0.867  0.041
H30 -4.150 0.016 -1.004  0.048
H31 -4.983 -1.030 -2.179  0.091
H32 -6.576 -0.258 -0.496  0.114
H33 -5.649 -1.080 0.769  0.071
H34 -7.690 -2.248 0.066  0.101
H35 -6.319 -3.368 -0.153  0.121
C21 3.948 2.375 -5.953  -0.109
C22 4.332 1.136 -5.190  -0.273
C23 4.898 1.396 -3.817  -0.196
C24 3.923 1.931 -2.848  -0.182
N6 3.004 2.221 -2.194  0.181
H36 4.764 3.106 -6.084  0.087
H37 3.078 2.815 -5.463  0.075
H38 3.569 2.193 -6.960  0.075
H39 5.119 0.653 -5.713  0.097
H40 3.468 0.473 -5.161  0.117
H41 5.700 2.129 -3.888  0.116
H42 5.413 0.518 -3.321  0.135
C25 3.616 2.862 2.003  -0.109
C26 3.848 3.962 0.982  -0.254
C27 2.643 4.937 0.886  -0.190
C28 2.318 5.674 2.109  -0.267
N7 2.208 6.196 3.112  0.143
H43 3.177 3.304 2.931  0.083
H44 4.594 2.389 2.241  0.081
H45 2.928 2.132 1.611  0.052
H46 4.009 3.557 -0.049  0.084
H47 4.789 4.493 1.269  0.116
H48 1.756 4.396 0.570  0.070
H49 2.781 5.714 0.151  0.109
C29 -0.066 0.939 -0.868  -0.117
C30 0.259 2.323 -0.325  -0.253
C31 -0.809 3.294 -0.902  -0.182
C32 -2.175 2.961 -0.495  -0.234
N8 -3.226 2.688 -0.145  0.166
H50 0.195 0.801 -1.932  0.080
H51 -1.089 0.622 -0.805  0.045
H52 0.372 0.116 -0.279  0.051
H53 1.241 2.620 -0.706  0.053
H54 0.218 2.369 0.714  0.059
H55 -0.797 3.239 -2.020  0.137
H56 -0.620 4.290 -0.546  0.082



arrangement w wins, 39.0 kcal/mol ahead of the next structure.



Arrangement w

Entry from the Open Molecules 2025 dataset: a single C5H11NS2 molecule (ωB97M-V/def2-TZVPD).

Properties
HOMO (alpha / beta) in eV: -7.292 / -7.292
Lowest unoccupied orbital energy (alpha / beta) in eV: -0.86 / -0.86
Total charge: 0
Kohn-Sham gap (alpha / beta) in eV: 6.4366 / 6.4359

Each line ends with the natural charge from an NBO analysis.
CARTESIAN COORDINATES (ANGSTROEM)
C1 -2.100 -0.554 -0.206  -0.224
C2 -2.785 -1.846 -0.245  -0.702
C3 1.389 -0.485 0.729  -0.602
C4 2.132 1.718 0.116  -0.632
C5 1.403 0.539 -0.380  -0.104
N1 0.197 0.888 -0.979  -0.790
S1 -2.688 0.881 0.404  0.255
S2 -0.822 1.961 -0.391  0.341
H1 -1.127 -0.429 -0.779  0.261
H2 -3.556 -1.856 0.594  0.237
H3 -1.923 -2.517 -0.142  0.241
H4 -3.265 -2.130 -1.218  0.263
H5 0.714 -1.502 0.540  0.189
H6 2.458 -0.801 0.735  0.217
H7 1.112 -0.084 1.700  0.206
H8 2.138 2.578 -0.655  0.220
H9 3.204 1.605 0.436  0.216
H10 1.650 2.083 1.044  0.215
H11 1.868 -0.047 -1.305  0.192



Arrangement x

Entry from the Open Molecules 2025 dataset: a molecular structure, C5H11NS2 (ωB97M-V/def2-TZVPD).

Properties
HOMO in eV: -8.730
Lowest unoccupied orbital energy in eV: 0.57
Total charge: 0
Kohn-Sham gap in eV: 9.3007

Each line ends with the natural charge from an NBO analysis.
CARTESIAN COORDINATES (ANGSTROEM)
C1 1.251 0.891 -1.131  -0.666
C2 -0.097 0.659 -0.296  -0.098
C3 0.414 -0.067 1.020  -0.075
C4 0.229 -1.423 0.372  -0.458
C5 -0.593 -0.720 -0.768  -0.432
H1 1.669 1.682 -0.627  0.226
H2 1.073 1.633 -2.077  0.219
H3 1.768 0.020 -1.409  0.229
H4 -1.069 2.262 1.551  0.236
H5 1.552 0.475 1.197  0.220
H6 -0.489 -0.300 2.942  0.364
H7 -1.811 0.466 1.383  0.397
H8 1.042 -2.068 0.140  0.238
H9 -0.414 -2.025 0.987  0.220
H10 -1.664 -0.470 -0.519  0.236
H11 -0.990 -2.589 -2.382  0.150
N1 -0.643 0.478 1.939  -0.908
S1 -0.900 2.302 0.097  -0.100
S2 -0.328 -1.205 -2.418  0.002



arrangement w wins, 56.8 kcal/mol ahead of the next structure.



Arrangement w

Entry from the Open Molecules 2025 dataset: 2 unconnected molecules or ions with the total composition H4O2 (ωB97M-V/def2-TZVPD).

Properties
HOMO in eV: -11.499
Lowest unoccupied orbital energy in eV: 0.91
Total charge: 0
Kohn-Sham gap in eV: 12.4105

Each line ends with the natural charge from an NBO analysis.
CARTESIAN COORDINATES (ANGSTROEM)
O1 1.393 2.362 -1.013  -0.933
H1 1.507 1.567 -0.485  0.467
H2 1.266 3.036 -0.338  0.465
O2 -1.265 -2.003 0.825  -0.932
H3 -1.994 -2.096 0.161  0.468
H4 -0.906 -2.865 0.850  0.464



Arrangement x

Entry from the Open Molecules 2025 dataset: 2 unconnected molecules or ions with the total composition H4O2 (ωB97M-V/def2-TZVPD).

Properties
HOMO in eV: -11.190
Lowest unoccupied orbital energy in eV: 0.96
Total charge: 0
Kohn-Sham gap in eV: 12.1487

Each line ends with the natural charge from an NBO analysis.
CARTESIAN COORDINATES (ANGSTROEM)
O1 -1.281 0.165 -0.179  -0.930
H1 -2.157 -0.264 0.115  0.455
H2 -0.821 -0.639 -0.081  0.473
O2 1.237 0.002 -0.227  -0.945
H3 0.983 0.901 0.107  0.482
H4 2.039 -0.165 0.264  0.465



arrangement w wins, 3.7 kcal/mol ahead of the next structure.



Arrangement w

Entry from the Open Molecules 2025 dataset: 2 unconnected molecules or ions with the total composition H4O2 (ωB97M-V/def2-TZVPD).

Properties
HOMO in eV: -10.851
Lowest unoccupied orbital energy in eV: 0.46
Total charge: 0
Kohn-Sham gap in eV: 11.3090

Each line ends with the natural charge from an NBO analysis.
CARTESIAN COORDINATES (ANGSTROEM)
O1 1.059 -0.217 -0.150  -0.939
H1 1.896 -0.532 0.244  0.483
H2 1.150 0.729 0.089  0.473
O2 -1.690 -0.269 -0.062  -0.948
H3 -1.685 0.688 -0.115  0.449
H4 -0.729 -0.399 -0.005  0.483



Arrangement x

Entry from the Open Molecules 2025 dataset: 2 unconnected molecules or ions with the total composition H4O2 (ωB97M-V/def2-TZVPD).

Properties
HOMO in eV: -11.374
Lowest unoccupied orbital energy in eV: 0.75
Total charge: 0
Kohn-Sham gap in eV: 12.1242

Each line ends with the natural charge from an NBO analysis.
CARTESIAN COORDINATES (ANGSTROEM)
O1 -0.032 -1.465 0.877  -0.942
H1 -0.512 -0.626 0.632  0.474
H2 -0.193 -1.940 0.036  0.467
O2 -0.189 1.246 -0.564  -0.934
H3 0.534 1.108 0.158  0.469
H4 0.391 1.677 -1.140  0.466



Arrangement y

Entry from the Open Molecules 2025 dataset: 2 unconnected molecules or ions with the total composition H4O2 (ωB97M-V/def2-TZVPD).

Properties
HOMO in eV: -11.133
Lowest unoccupied orbital energy in eV: 0.67
Total charge: 0
Kohn-Sham gap in eV: 11.7995

Each line ends with the natural charge from an NBO analysis.
CARTESIAN COORDINATES (ANGSTROEM)
O1 -0.200 -1.368 -0.173  -0.948
H1 0.474 -1.342 -0.866  0.471
H2 -0.283 -2.303 0.053  0.479
O2 -0.357 1.805 0.315  -0.947
H3 0.433 2.305 0.554  0.464
H4 -0.066 0.903 0.117  0.481



arrangement y wins, 1.7 kcal/mol ahead of the next structure.



Arrangement w

Entry from the Open Molecules 2025 dataset: 2 unconnected molecules or ions with the total composition H4O2 (ωB97M-V/def2-TZVPD).

Properties
HOMO in eV: -11.032
Lowest unoccupied orbital energy in eV: 0.88
Total charge: 0
Kohn-Sham gap in eV: 11.9167

Each line ends with the natural charge from an NBO analysis.
CARTESIAN COORDINATES (ANGSTROEM)
O1 -1.254 -0.035 -0.214  -0.936
H1 -1.994 -0.120 0.409  0.466
H2 -1.012 0.888 -0.024  0.477
O2 1.407 0.135 -0.069  -0.977
H3 2.159 -0.394 -0.418  0.474
H4 0.695 -0.475 0.315  0.496



Arrangement x

Entry from the Open Molecules 2025 dataset: 2 unconnected molecules or ions with the total composition H4O2 (ωB97M-V/def2-TZVPD).

Properties
HOMO in eV: -11.158
Lowest unoccupied orbital energy in eV: 0.52
Total charge: 0
Kohn-Sham gap in eV: 11.6751

Each line ends with the natural charge from an NBO analysis.
CARTESIAN COORDINATES (ANGSTROEM)
O1 1.202 1.066 0.048  -0.936
H1 0.265 0.978 -0.191  0.472
H2 1.291 0.171 0.468  0.463
O2 -1.091 -0.922 -0.174  -0.951
H3 -0.919 -1.817 0.078  0.475
H4 -1.522 -0.483 0.654  0.477



Arrangement y

Entry from the Open Molecules 2025 dataset: 2 unconnected molecules or ions with the total composition H4O2 (ωB97M-V/def2-TZVPD).

Properties
HOMO in eV: -11.278
Lowest unoccupied orbital energy in eV: 0.93
Total charge: 0
Kohn-Sham gap in eV: 12.2107

Each line ends with the natural charge from an NBO analysis.
CARTESIAN COORDINATES (ANGSTROEM)
O1 -0.485 -1.065 -0.029  -0.932
H1 0.422 -1.307 0.159  0.469
H2 -0.584 -0.193 0.353  0.476
O2 0.531 0.895 0.066  -0.947
H3 0.315 0.166 -0.515  0.470
H4 -0.199 1.506 -0.033  0.465



arrangement w wins, 1.6 kcal/mol ahead of the next structure.



Arrangement w

Entry from the Open Molecules 2025 dataset: 2 unconnected molecules or ions with the total composition H4O2 (ωB97M-V/def2-TZVPD).

Properties
HOMO in eV: -11.266
Lowest unoccupied orbital energy in eV: 0.79
Total charge: 0
Kohn-Sham gap in eV: 12.0589

Each line ends with the natural charge from an NBO analysis.
CARTESIAN COORDINATES (ANGSTROEM)
O1 0.642 1.440 0.748  -0.967
H1 0.735 0.588 0.235  0.493
H2 0.957 2.187 0.227  0.472
O2 -0.422 -1.364 -0.665  -0.943
H3 -1.244 -0.816 -0.607  0.472
H4 -0.668 -2.035 0.063  0.473



Arrangement x

Entry from the Open Molecules 2025 dataset: 2 unconnected molecules or ions with the total composition H4O2 (ωB97M-V/def2-TZVPD).

Properties
HOMO in eV: -10.917
Lowest unoccupied orbital energy in eV: 0.56
Total charge: 0
Kohn-Sham gap in eV: 11.4819

Each line ends with the natural charge from an NBO analysis.
CARTESIAN COORDINATES (ANGSTROEM)
O1 1.142 -0.129 -0.288  -0.946
H1 1.145 0.833 -0.136  0.481
H2 1.430 -0.570 0.532  0.477
O2 -1.549 -0.146 -0.224  -0.956
H3 -1.448 0.677 0.208  0.456
H4 -0.721 -0.665 -0.093  0.489



arrangement w wins, 1.6 kcal/mol ahead of the next structure.